Record 1
{
  "formula": "C22H29N3O2S",
  "method": "ωB97M-V/def2-TZVPD",
  "smiles": "CCCCN(CC)CCNC(=O)c1cc2c(=O)n(CC)c3ccccc3c2s1",
  "lumo_energy_ev": -0.3,
  "homo_energy_ev": -8.30,
  "spin_multiplicity": 1,
  "e_above_lowest_kcal_mol": 0.7,
  "e_tot_ev": -42686.8808,
  "gap_ev": 8.0,
  "species": ["C", "C", "C", "C", "N", "C", "H", "C", "N", "C", "O", "C", "C", "C", "C", "C", "C", "C", "C", "C", "C", "N", "C", "O", "C", "C", "H", "H", "H", "H", "H", "H", "H", "H", "H", "S", "H", "H", "H", "H", "H", "C", "C", "H", "H", "H", "H", "H", "H", "H", "H", "H", "H", "H", "H", "H", "H"],
  "positions_angstrom": [[6.809, 0.819, 2.655], [6.485, 0.307, 1.257], [5.580, 1.274, 0.498], [5.184, 0.748, -0.886], [4.523, -0.554, -0.840], [3.080, -0.457, -0.934], [2.754, 0.086, -1.841], [2.457, 0.221, 0.292], [1.023, 0.068, 0.299], [0.191, 1.083, -0.040], [0.578, 2.209, -0.287], [-1.243, 0.741, -0.061], [-2.256, 1.612, -0.334], [-3.532, 1.007, -0.280], [-3.477, -0.336, 0.037], [-4.648, -1.132, 0.151], [-4.606, -2.489, 0.483], [-5.764, -3.221, 0.591], [-6.985, -2.594, 0.367], [-7.049, -1.257, 0.040], [-5.886, -0.485, -0.082], [-5.925, 0.852, -0.418], [-4.802, 1.670, -0.519], [-4.909, 2.850, -0.796], [-7.197, 1.519, -0.656], [-7.872, 1.930, 0.649], [-8.818, 2.419, 0.435], [-8.056, 1.069, 1.289], [-7.235, 2.629, 1.185], [-6.964, 2.417, -1.234], [-7.840, 0.875, -1.258], [-8.019, -0.818, -0.119], [-7.901, -3.159, 0.453], [-5.728, -4.268, 0.848], [-3.641, -2.944, 0.652], [-1.848, -0.864, 0.270], [-2.095, 2.649, -0.564], [0.652, -0.861, 0.422], [2.876, -0.220, 1.200], [2.646, 1.295, 0.278], [2.679, -1.474, -0.991], [5.061, -1.495, -1.814], [6.431, -2.027, -1.409], [6.753, -2.782, -2.122], [7.176, -1.237, -1.388], [6.378, -2.475, -0.421], [4.375, -2.344, -1.871], [5.119, -1.049, -2.822], [6.093, 0.661, -1.486], [4.539, 1.490, -1.378], [4.691, 1.465, 1.097], [6.096, 2.227, 0.360], [5.980, -0.657, 1.323], [7.413, 0.163, 0.701], [5.898, 0.949, 3.235], [7.318, 1.779, 2.602], [7.454, 0.118, 3.180]],
  "forces_ev_per_a": [[0.04, -0.14, -0.21], [-0.13, 0.27, 0.14], [0.17, -0.30, -0.21], [0.03, 0.19, 0.29], [-0.15, -0.11, -0.07], [-0.10, 0.07, 0.16], [-0.03, -0.06, 0.05], [0.23, 0.01, -0.20], [0.08, -0.27, 0.00], [0.08, 0.08, 0.06], [0.01, 0.12, -0.07], [-0.77, -0.04, -0.07], [0.48, -0.12, 0.06], [0.15, -0.72, 0.18], [0.54, 0.59, -0.11], [-0.52, -0.19, 0.03], [-0.15, 0.21, -0.06], [0.04, -0.11, 0.03], [0.07, 0.03, 0.00], [-0.11, 0.05, -0.04], [0.37, -0.70, 0.19], [0.02, 0.32, -0.16], [-0.07, -0.11, -0.02], [0.15, 0.22, 0.02], [-0.31, 0.32, 0.00], [0.11, -0.09, -0.20], [-0.12, 0.05, 0.03], [-0.05, -0.04, 0.08], [0.04, 0.07, 0.05], [-0.10, -0.27, 0.04], [0.09, 0.02, 0.02], [-0.07, 0.09, -0.01], [-0.08, -0.03, 0.00], [0.01, -0.10, 0.02], [0.06, -0.12, 0.03], [-0.36, 0.45, -0.11], [0.08, 0.17, -0.03], [0.03, 0.12, 0.00], [0.04, 0.08, -0.03], [0.05, -0.12, 0.11], [0.01, 0.07, -0.04], [0.18, -0.14, 0.03], [-0.27, 0.07, -0.15], [0.10, -0.06, -0.07], [0.14, 0.06, 0.01], [0.02, -0.06, 0.12], [-0.01, 0.08, -0.05], [-0.07, -0.04, 0.03], [-0.03, 0.02, -0.04], [0.04, -0.05, -0.09], [-0.07, 0.09, 0.05], [-0.04, 0.10, 0.05], [0.06, -0.06, -0.05], [0.04, -0.09, -0.08], [-0.08, 0.03, 0.11], [0.06, 0.12, 0.07], [0.06, -0.01, 0.12]],
  "nbo_charge": [-0.60, -0.40, -0.40, -0.22, -0.46, -0.21, 0.17, -0.24, -0.60, 0.64, -0.61, -0.29, -0.14, -0.20, -0.12, -0.15, -0.15, -0.24, -0.18, -0.27, 0.28, -0.42, 0.66, -0.61, -0.23, -0.62, 0.22, 0.20, 0.22, 0.25, 0.20, 0.22, 0.22, 0.22, 0.21, 0.41, 0.26, 0.39, 0.20, 0.24, 0.19, -0.20, -0.61, 0.21, 0.20, 0.21, 0.19, 0.16, 0.19, 0.19, 0.19, 0.20, 0.21, 0.19, 0.20, 0.20, 0.21]
}



Record 2
{
  "formula": "C22H29N6TcTe",
  "method": "ωB97M-V/def2-TZVPD",
  "charge": 3,
  "lumo_energy_ev": [-9.1, -9.1],
  "homo_energy_ev": [-15.58, -15.57],
  "spin_multiplicity": 2,
  "e_tot_ev": -41691.1078,
  "gap_ev": [6.5, 6.5],
  "s_squared": 0.76,
  "species": ["Tc", "C", "N", "C", "C", "C", "C", "C", "C", "N", "C", "C", "C", "C", "C", "C", "N", "C", "C", "C", "C", "C", "N", "H", "H", "H", "H", "H", "H", "H", "H", "H", "H", "H", "H", "H", "H", "H", "H", "H", "H", "N", "C", "C", "N", "C", "C", "H", "H", "H", "H", "H", "H", "H", "H", "H", "H", "H", "Te"],
  "positions_angstrom": [[0.210, -0.316, 0.228], [2.884, 0.544, -0.418], [1.711, 0.140, -1.220], [1.290, 1.202, -2.164], [0.094, 2.023, -1.737], [-0.141, 3.272, -2.305], [-1.322, 3.937, -2.015], [-2.235, 3.330, -1.163], [-1.920, 2.092, -0.636], [-0.785, 1.453, -0.914], [1.967, -1.121, -1.946], [0.714, -1.941, -2.119], [0.596, -2.814, -3.191], [-0.482, -3.681, -3.262], [-1.437, -3.609, -2.257], [-1.277, -2.679, -1.251], [-0.221, -1.855, -1.148], [2.471, 1.355, 0.771], [3.354, 2.275, 1.346], [3.048, 2.862, 2.552], [1.757, 2.673, 3.097], [0.855, 1.795, 2.370], [1.285, 1.026, 1.305], [3.630, 1.073, -1.017], [3.374, -0.358, -0.028], [0.982, 0.725, -3.100], [2.133, 1.859, -2.399], [0.581, 3.710, -2.980], [-1.539, 4.897, -2.458], [-3.179, 3.797, -0.935], [-2.612, 1.582, 0.015], [2.671, -1.732, -1.365], [2.433, -0.942, -2.921], [1.354, -2.830, -3.958], [-0.564, -4.388, -4.070], [-2.295, -4.259, -2.254], [-2.034, -2.586, -0.483], [4.313, 2.452, 0.885], [3.787, 3.438, 3.090], [1.595, 2.864, 4.145], [0.041, 1.353, 2.925], [-2.974, -1.367, 4.333], [-1.678, -2.092, 4.228], [-0.721, -1.321, 3.317], [-1.276, -1.119, 1.973], [-2.565, -0.424, 2.077], [-3.559, -1.156, 2.984], [-2.831, -0.460, 4.801], [-3.630, -1.900, 4.923], [-1.875, -3.089, 3.828], [-1.237, -2.202, 5.220], [0.218, -1.870, 3.239], [-0.506, -0.348, 3.762], [-1.446, -2.046, 1.578], [-3.010, -0.345, 1.085], [-2.384, 0.588, 2.449], [-3.812, -2.134, 2.566], [-4.480, -0.578, 3.067], [0.241, 3.939, 1.928]],
  "forces_ev_per_a": [[-1.72, 0.58, -0.46], [0.42, 0.05, 0.11], [-0.35, -0.13, 0.36], [-0.30, 0.37, -0.36], [0.25, 0.33, -0.31], [0.01, -0.18, 0.09], [0.03, -0.22, 0.07], [0.11, -0.13, -0.12], [-0.34, 0.19, 0.08], [1.12, -1.48, 0.95], [0.19, -0.49, -0.23], [0.03, -0.09, -0.36], [0.00, 0.06, 0.19], [-0.01, 0.24, 0.35], [0.10, 0.06, -0.09], [-0.08, -0.05, 0.14], [0.05, -0.42, -0.71], [-0.94, -0.50, 0.30], [0.35, 0.51, 0.75], [0.47, -0.32, -0.99], [-0.45, 0.14, 0.15], [-0.64, 0.25, 0.53], [1.87, 1.00, -0.46], [-0.04, 0.00, -0.01], [-0.08, 0.10, -0.14], [0.14, -0.03, 0.05], [-0.07, -0.10, -0.02], [0.07, -0.01, -0.01], [0.03, 0.08, -0.02], [-0.10, 0.02, 0.08], [-0.04, -0.01, 0.12], [-0.09, 0.19, -0.06], [0.02, 0.03, 0.13], [0.16, 0.02, -0.07], [-0.07, -0.09, -0.12], [-0.16, -0.06, 0.00], [-0.06, 0.02, 0.05], [0.09, -0.03, -0.06], [-0.01, 0.12, -0.01], [-0.09, 0.04, 0.11], [0.00, 0.10, -0.03], [-0.25, -0.01, 0.46], [0.87, -0.25, 0.03], [-0.04, -0.19, 0.19], [0.22, 0.07, -0.62], [-0.30, -0.14, 0.06], [-0.31, 0.36, -0.76], [-0.09, -0.23, -0.05], [0.16, 0.17, -0.09], [-0.14, 0.09, 0.08], [-0.17, 0.01, -0.01], [-0.05, 0.01, 0.13], [0.06, -0.03, -0.05], [-0.01, 0.12, 0.02], [-0.01, 0.03, 0.09], [0.03, 0.02, -0.06], [0.04, 0.00, 0.17], [0.04, -0.07, 0.14], [0.06, -0.16, 0.28]],
  "mulliken_spin": [1.02, 0.00, -0.01, 0.01, 0.01, 0.00, 0.01, 0.00, 0.01, -0.04, -0.01, 0.02, -0.01, 0.01, 0.00, 0.00, -0.01, 0.02, -0.02, 0.02, 0.00, 0.04, -0.03, 0.00, 0.00, 0.00, 0.00, 0.00, 0.00, 0.00, 0.00, 0.00, 0.00, 0.00, 0.00, 0.00, -0.01, 0.00, 0.00, 0.00, -0.04, 0.00, 0.00, 0.00, -0.02, 0.00, 0.00, 0.00, 0.00, 0.00, 0.00, 0.00, 0.00, 0.01, 0.00, 0.00, 0.00, 0.00, 0.02]
}



Record 3
{
  "formula": "C22H29O3Si",
  "method": "ωB97M-V/def2-TZVPD",
  "charge": 1,
  "lumo_energy_ev": -5.1,
  "homo_energy_ev": -10.47,
  "spin_multiplicity": 1,
  "e_above_lowest_kcal_mol": 73.2,
  "e_tot_ev": -37296.1831,
  "gap_ev": 5.3,
  "species": ["C", "Si", "C", "C", "O", "C", "C", "C", "C", "H", "H", "H", "H", "H", "H", "H", "H", "H", "H", "H", "H", "H", "H", "C", "O", "C", "C", "C", "C", "C", "C", "C", "C", "C", "O", "C", "C", "C", "C", "C", "H", "H", "H", "H", "H", "H", "H", "H", "H", "H", "H", "H", "H", "H", "H"],
  "positions_angstrom": [[-3.522, 0.894, 3.113], [-3.955, -0.212, 1.696], [-4.175, -1.977, 2.208], [-5.373, 0.433, 0.708], [-2.515, -0.087, 0.671], [-2.080, -0.970, -0.205], [-0.844, -0.669, -1.034], [-1.190, -1.203, -2.428], [-0.596, -0.688, -3.525], [-4.331, 0.947, 3.868], [-2.612, 0.566, 3.641], [-3.341, 1.927, 2.769], [-5.083, -2.117, 2.846], [-4.293, -2.657, 1.342], [-3.315, -2.343, 2.804], [-6.322, 0.395, 1.289], [-5.217, 1.485, 0.415], [-5.539, -0.149, -0.216], [-2.842, -1.744, -0.520], [-0.753, 0.535, -1.161], [-2.043, -1.916, -2.548], [-0.777, -1.156, -4.523], [0.024, 0.233, -3.484], [5.270, -1.076, -4.678], [4.323, -2.063, -4.205], [3.674, -1.849, -3.052], [2.607, -2.746, -2.727], [1.690, -2.417, -1.734], [1.752, -1.198, -1.021], [0.500, -0.846, -0.240], [0.747, 0.199, 0.830], [0.295, 0.002, 2.151], [0.365, 1.044, 3.090], [0.920, 2.303, 2.735], [0.851, 3.275, 3.668], [1.505, 4.540, 3.409], [1.471, 2.459, 1.437], [1.349, 1.416, 0.506], [3.006, -0.512, -1.108], [3.903, -0.762, -2.151], [5.646, -1.485, -5.618], [4.774, -0.108, -4.860], [6.100, -0.949, -3.965], [2.463, -3.586, -3.392], [0.877, -3.114, -1.567], [0.168, -1.807, 0.273], [-0.113, -0.947, 2.487], [-0.088, 0.963, 4.069], [1.303, 5.136, 4.301], [2.594, 4.406, 3.283], [1.081, 5.030, 2.518], [1.888, 3.412, 1.134], [1.731, 1.566, -0.500], [3.320, 0.270, -0.426], [4.722, -0.087, -2.372]],
  "forces_ev_per_a": [[0.25, 0.38, 0.33], [-0.92, 0.32, 1.13], [0.06, -0.82, 0.06], [-0.42, 0.21, -0.49], [1.68, -2.94, -2.28], [-1.48, 3.83, 0.78], [-1.30, 3.69, -0.93], [0.66, 0.29, -0.76], [-0.67, -0.38, 0.03], [0.26, -0.15, -0.45], [-0.28, 0.05, -0.22], [-0.05, -0.36, 0.08], [0.63, 0.31, -0.53], [0.00, 0.24, 0.40], [-0.36, 0.18, -0.27], [0.67, -0.06, -0.24], [-0.03, -0.37, 0.10], [0.01, 0.19, 0.30], [1.19, 0.23, 0.62], [-1.01, -2.43, 0.39], [1.21, 0.17, 0.20], [0.04, 0.70, 0.96], [-0.11, -1.03, 0.04], [-0.24, -0.28, 0.32], [0.54, 0.24, -0.17], [-1.35, 0.60, 1.46], [0.83, 1.08, -0.33], [0.62, 0.52, -0.74], [0.96, -0.87, -0.65], [0.56, -2.89, 2.05], [-0.66, 0.05, 0.26], [0.29, 1.14, 0.28], [0.17, 0.40, -0.96], [0.06, -0.82, -0.88], [0.40, 0.39, -0.17], [-0.12, -0.46, 0.00], [-0.69, -0.38, 0.60], [-0.23, 0.38, 0.41], [-0.95, -0.01, -0.54], [-0.44, -1.38, -1.08], [-0.04, 0.14, 0.21], [0.12, -0.35, 0.12], [-0.28, -0.06, -0.25], [-0.01, -0.21, 0.21], [-0.19, 0.15, -0.03], [1.30, 0.84, 0.08], [-0.04, 0.01, -0.24], [0.20, -0.18, 0.11], [0.09, -0.06, -0.26], [-0.45, -0.01, 0.04], [0.10, -0.16, 0.31], [0.09, -0.17, 0.00], [-0.23, 0.14, 0.18], [-0.46, 0.01, -0.08], [0.05, -0.07, 0.47]],
  "nbo_charge": [-1.16, 1.85, -1.17, -1.17, -0.65, 0.58, -0.38, -0.25, -0.31, 0.27, 0.26, 0.26, 0.28, 0.25, 0.26, 0.28, 0.27, 0.25, 0.20, 0.29, 0.22, 0.23, 0.21, -0.26, -0.48, 0.34, -0.27, -0.19, -0.01, -0.23, -0.11, -0.18, -0.26, 0.33, -0.49, -0.26, -0.32, -0.13, -0.21, -0.30, 0.21, 0.18, 0.19, 0.23, 0.21, 0.20, 0.21, 0.23, 0.21, 0.19, 0.18, 0.23, 0.22, 0.23, 0.23]
}



Record 4
{
  "formula": "C22H30AsBeFN2S2",
  "method": "ωB97M-V/def2-TZVPD",
  "lumo_energy_ev": [-3.1, -2.7],
  "homo_energy_ev": [-7.76, -7.81],
  "spin_multiplicity": 1,
  "e_tot_ev": -111908.4744,
  "gap_ev": [4.7, 5.2],
  "species": ["Be", "C", "C", "C", "C", "C", "C", "C", "C", "C", "C", "C", "C", "N", "C", "C", "C", "C", "C", "C", "F", "H", "H", "H", "H", "H", "H", "H", "H", "H", "H", "H", "H", "H", "H", "H", "H", "H", "H", "H", "H", "H", "C", "As", "C", "C", "S", "H", "H", "H", "H", "H", "H", "H", "H", "H", "S", "C", "N"],
  "positions_angstrom": [[-1.321, -1.084, -0.262], [2.198, -3.997, 2.024], [1.138, -3.666, 0.941], [0.185, -4.860, 0.487], [1.786, -3.071, -0.261], [2.885, -3.537, -0.953], [3.207, -3.245, -2.249], [2.646, -2.073, -2.813], [1.698, -1.306, -2.085], [1.335, 0.070, -2.643], [0.964, 1.259, -1.678], [2.344, 0.758, -3.669], [1.233, -1.776, -0.806], [0.336, -0.957, 0.050], [0.712, -0.261, 1.178], [2.037, -0.311, 1.698], [2.457, 0.703, 2.535], [1.518, 1.637, 2.983], [0.189, 1.705, 2.564], [-0.272, 0.659, 1.720], [-2.011, -2.320, -0.404], [1.620, -4.671, 2.735], [2.591, -3.147, 2.594], [2.998, -4.607, 1.562], [0.444, -3.013, 1.486], [0.678, -5.596, -0.197], [-0.731, -4.532, 0.033], [-0.169, -5.563, 1.293], [3.457, -4.356, -0.533], [4.048, -3.827, -2.685], [2.873, -1.705, -3.810], [0.299, -0.021, -3.123], [1.797, 1.531, -1.030], [0.112, 1.167, -1.049], [0.856, 2.170, -2.285], [3.289, 0.960, -3.192], [1.965, 1.743, -4.042], [2.438, 0.042, -4.506], [2.735, -0.984, 1.231], [3.509, 0.841, 2.720], [1.765, 2.423, 3.667], [-0.547, 2.412, 2.800], [-4.203, 3.332, 2.403], [-3.327, 3.230, 0.626], [-2.276, 4.915, 0.858], [-4.935, 3.725, -0.441], [-1.923, 0.334, 1.340], [-4.970, 2.568, 2.555], [-4.735, 4.277, 2.462], [-3.474, 3.366, 3.167], [-1.251, 4.570, 1.013], [-2.746, 5.520, 1.691], [-2.319, 5.512, -0.073], [-5.294, 4.596, 0.080], [-5.681, 2.922, -0.571], [-4.473, 3.939, -1.425], [-1.877, 0.023, -2.308], [-3.361, 0.587, -1.891], [-4.444, 0.990, -1.509]],
  "forces_ev_per_a": [[-0.60, 0.60, -0.96], [-1.28, -2.23, 0.14], [-0.40, -0.94, 1.01], [1.17, -1.63, 0.66], [-1.58, 4.55, -1.48], [-0.53, -2.28, 1.00], [0.68, 2.13, -1.07], [-0.61, -0.85, 0.64], [0.42, 0.38, 1.32], [-2.12, 2.21, -0.54], [1.73, 0.28, -0.11], [-1.49, -1.27, -0.10], [1.59, -1.22, 0.73], [0.74, -0.27, 0.54], [-0.17, -1.49, -2.14], [0.25, 1.30, -0.26], [-0.51, -1.03, -0.83], [-1.67, 1.60, 0.12], [1.20, -2.85, -1.01], [-0.27, -0.37, -0.10], [0.12, -0.41, 0.44], [1.08, 0.75, -0.46], [-0.10, -0.08, -0.45], [-0.14, 0.37, 0.57], [0.17, 0.44, -0.73], [-0.10, 0.90, 0.20], [-0.16, 0.64, -0.44], [0.56, 1.08, -0.05], [-0.23, -0.20, 0.23], [-0.86, 0.71, -0.05], [0.29, -0.38, 0.26], [1.72, -0.28, -0.16], [0.41, -0.23, 0.27], [-0.65, -0.25, 0.09], [-0.37, -0.44, -0.01], [0.46, -0.20, 0.12], [0.01, -1.06, 0.28], [0.40, 0.81, 0.09], [0.14, -0.21, 0.00], [0.10, -0.15, 0.47], [0.70, 0.26, 0.26], [-0.49, 1.15, 0.89], [-0.81, -0.01, -1.00], [-0.94, -0.37, 0.63], [-0.99, 0.27, -0.31], [1.32, -0.37, -0.58], [0.49, 0.82, 0.05], [0.48, -0.18, -0.01], [-0.04, 0.31, -0.25], [0.78, -0.38, 0.94], [-0.14, 0.46, 0.31], [0.87, -0.75, -0.80], [0.09, -0.33, 0.43], [-0.41, 0.48, -0.16], [0.66, 0.33, 0.36], [-0.71, 0.15, 0.41], [0.29, -0.25, 0.24], [-5.27, 1.73, 2.12], [4.73, -1.72, -1.76]],
  "nbo_charge": [1.60, -0.60, -0.27, -0.61, 0.03, -0.23, -0.19, -0.20, -0.03, -0.26, -0.61, -0.60, 0.12, -0.65, 0.18, -0.20, -0.19, -0.16, -0.22, -0.17, -0.88, 0.21, 0.21, 0.20, 0.22, 0.20, 0.25, 0.21, 0.21, 0.22, 0.22, 0.24, 0.19, 0.22, 0.21, 0.21, 0.22, 0.20, 0.24, 0.23, 0.22, 0.23, -0.95, 1.07, -0.95, -0.91, 0.00, 0.24, 0.21, 0.22, 0.23, 0.23, 0.24, 0.21, 0.28, 0.24, -0.35, 0.07, -0.51]
}